The following is a DFT calculation (the ωB97M-V functional and the def2-TZVPD basis) of a structure of composition C30H23N6O3PdS2.

Results
Net charge: +1
Frontier orbital gap (alpha / beta) in eV: 6.66 / 5.72
⟨S²⟩: 2.01
Spin multiplicity: 3

Geometry as XYZ:
```
65
Properties=species:S:1:pos:R:3:forces:R:3
Pd 1.3590 -1.6889 -1.5314 -0.111 -0.065 0.022
O 3.2748 -5.7906 -4.7140 -0.115 -0.083 -0.010
C 1.9806 -6.1096 -4.5254 0.135 -0.029 0.050
C 1.5211 -7.2835 -5.1236 0.033 -0.013 -0.038
C 0.2121 -7.6827 -4.9656 -0.038 -0.007 -0.002
C -0.6789 -6.9239 -4.2044 0.027 -0.002 -0.010
C -0.2312 -5.7663 -3.6087 0.015 0.004 -0.009
C 1.0951 -5.3379 -3.7539 -0.107 0.053 0.035
C 1.5063 -4.0839 -3.1012 -0.191 -0.134 -0.095
O 0.6258 -3.4413 -2.3975 0.130 0.012 0.026
N 2.7384 -3.6675 -3.2782 -0.044 0.209 0.240
N 2.9523 -2.4815 -2.6024 0.042 0.151 -0.043
C 4.1071 -1.9322 -2.7687 0.063 -0.075 -0.026
S 5.3522 -2.6741 -3.7136 0.081 0.027 -0.018
C 6.4628 -1.2376 -3.6216 0.001 -0.038 -0.013
C 6.2639 -0.5673 -2.2777 -0.082 0.004 -0.004
S 4.4710 -0.3918 -2.0382 -0.001 -0.004 -0.011
H 3.4516 -4.9608 -4.2255 0.024 0.027 -0.071
H 2.2244 -7.8619 -5.7092 -0.030 0.013 0.019
H -0.1245 -8.5971 -5.4393 0.010 0.032 0.016
H -1.7066 -7.2391 -4.0853 0.023 0.002 0.002
H -0.8977 -5.1571 -3.0143 -0.011 -0.010 -0.001
H 6.2225 -0.5618 -4.4406 0.024 0.015 -0.010
H 7.4820 -1.6011 -3.7428 0.003 0.000 0.010
H 6.6986 0.4302 -2.2519 0.004 0.001 0.000
H 6.6663 -1.1653 -1.4631 0.050 -0.008 0.008
C -4.9532 7.1454 6.9951 0.004 -0.005 -0.024
O -4.9154 7.1624 5.5747 -0.023 0.034 0.073
C -4.2483 6.1789 4.9443 0.013 -0.021 0.024
C -3.5857 5.1357 5.5867 0.009 -0.017 0.017
C -2.9311 4.1758 4.8282 0.000 -0.003 0.030
C -2.9237 4.2350 3.4405 0.056 -0.084 0.010
C -3.5926 5.2883 2.8116 -0.026 0.042 -0.084
C -4.2453 6.2465 3.5498 0.018 -0.022 -0.114
C -2.2439 3.2365 2.6154 -0.024 0.033 0.018
N -2.2100 3.2339 1.2998 0.009 -0.020 0.004
C -1.4751 2.1342 0.9620 -0.057 0.083 -0.230
C -1.0517 1.4523 2.0764 0.038 -0.040 0.196
N -1.5533 2.1717 3.1341 0.049 -0.074 0.073
C -0.2658 0.2634 2.0181 -0.043 0.027 0.081
C 0.1885 -0.4917 3.1122 -0.044 0.075 0.059
C 0.9284 -1.6253 2.8978 0.026 -0.065 0.006
C 1.2228 -2.0076 1.5863 -0.052 0.031 -0.004
N 0.8090 -1.3065 0.5469 0.057 -0.017 -0.078
C 0.0739 -0.1894 0.7352 0.012 -0.061 -0.057
C -0.3657 0.5169 -0.4489 0.039 -0.083 -0.043
N -0.0011 0.0037 -1.6460 0.120 -0.056 -0.025
C -0.3960 0.5962 -2.7579 -0.027 0.001 0.049
C -1.1816 1.7533 -2.7447 -0.013 -0.004 -0.042
C -1.5527 2.2944 -1.5407 -0.038 0.057 0.046
C -1.1432 1.6700 -0.3520 -0.082 0.110 -0.009
H -5.5333 8.0140 7.2877 -0.009 0.013 0.005
H -3.9488 7.2212 7.4161 0.014 0.001 -0.001
H -5.4416 6.2417 7.3646 -0.006 -0.012 -0.002
H -3.5746 5.0623 6.6644 0.006 -0.008 -0.029
H -2.4257 3.3751 5.3577 -0.018 0.027 -0.006
H -3.5893 5.3375 1.7308 -0.005 0.006 0.029
H -4.7652 7.0639 3.0685 0.000 -0.002 0.025
H -1.4403 1.9665 4.1110 -0.015 0.019 -0.009
H -0.0476 -0.1830 4.1236 0.006 -0.011 -0.026
H 1.2842 -2.2280 3.7215 -0.008 0.014 -0.019
H 1.7955 -2.9003 1.3752 0.030 -0.010 -0.005
H -0.0870 0.1381 -3.6878 0.021 -0.004 -0.020
H -1.4840 2.2018 -3.6806 0.012 -0.017 0.020
H -2.1585 3.1897 -1.4793 0.017 -0.023 -0.007
```
Forces are in eV/Å.

Atom charges from the Löwdin analysis, given in e for atoms 1 to 5:
1. Pd 1.088
2. O 0.060
3. C -0.261
4. C -0.008
5. C -0.068

The following is a DFT calculation (the ωB97M-V functional and the def2-TZVPD basis) of the molecule C4H8N2O in a non-equilibrium geometry.

Results
Energy relative to the best compared isomer or geometry (same formula, charge and spin) in kJ/mol: 175.6
Structure (SMILES): CN[C@H](C#N)CO
Frontier orbital gap in eV: 10.99

Geometry as XYZ:
```
15
Properties=species:S:1:pos:R:3:forces:R:3
C -1.7911 0.6016 0.6448 0.141 -0.289 0.196
N -0.3661 0.1998 0.7542 -0.271 0.061 -0.118
C 0.2743 -0.0395 -0.5356 -0.056 0.178 0.023
C 1.7745 -0.2671 -0.3326 -0.126 -0.329 -0.230
O 2.3325 0.8406 0.3167 -0.082 0.070 0.203
C -0.3975 -1.1523 -1.2351 -0.797 -0.871 -0.202
N -1.0828 -2.0101 -1.6012 0.782 0.725 0.138
H -2.4636 -0.2573 0.5372 0.116 -0.002 -0.100
H -2.0825 1.1260 1.5586 0.067 0.073 -0.209
H -1.9614 1.2447 -0.2324 0.288 -0.084 0.407
H -0.2813 -0.6493 1.3206 -0.138 0.363 -0.182
H 0.1580 0.8692 -1.1357 -0.027 -0.096 0.016
H 2.2630 -0.3764 -1.3057 -0.047 -0.012 0.154
H 1.9228 -1.2040 0.2305 0.018 0.148 -0.044
H 1.7011 1.0740 1.0157 0.131 0.066 -0.051
```
Forces are in eV/Å.

Atom charges from the Löwdin analysis, given in e for atoms 1 to 5:
1. C -0.100
2. N -0.086
3. C -0.361
4. C -0.240
5. O -0.053

The following is a DFT calculation (the ωB97M-V functional and the def2-TZVPD basis) of a structure of composition C17H31N3P2Sr in a non-equilibrium geometry.

Results
Frontier orbital gap in eV: 6.50

Geometry as XYZ:
```
54
Properties=species:S:1:pos:R:3:forces:R:3
P -0.0986 -1.5061 -2.6285 -0.153 0.222 -0.072
P 0.2967 1.6351 -2.4478 0.078 -0.191 -0.225
C -0.2982 -0.5272 -4.1970 -0.096 -0.425 -0.086
C 0.4127 0.8413 -4.1305 0.067 0.404 0.063
H -1.3818 -0.4033 -4.3675 0.379 0.013 0.010
H 0.1153 -1.1369 -5.0157 -0.267 0.277 -0.030
H 1.4871 0.7428 -4.3608 -0.359 -0.027 0.007
H -0.0341 1.5459 -4.8478 0.254 -0.266 -0.099
C -1.3889 2.3586 -2.5902 0.016 0.054 -0.149
H -1.5632 3.0302 -1.7404 -0.056 -0.132 -0.187
H -2.1582 1.5767 -2.5934 0.178 0.228 -0.052
H -1.4423 2.9320 -3.5245 -0.152 -0.027 0.186
C 1.2614 3.1792 -2.6200 -0.029 0.053 -0.469
H 0.8603 3.7703 -3.4556 0.305 0.082 0.195
H 2.3167 2.9346 -2.7991 -0.229 0.177 0.052
H 1.1729 3.7499 -1.6853 0.053 -0.118 -0.266
C -1.0528 -3.0420 -2.8682 0.036 -0.113 -0.548
H -0.8802 -3.6851 -1.9934 -0.085 0.168 -0.263
H -0.7201 -3.5597 -3.7797 -0.283 -0.085 0.203
H -2.1229 -2.8029 -2.9332 0.259 -0.162 0.007
C 1.6023 -2.1429 -2.9050 -0.101 -0.105 -0.069
H 2.3377 -1.3307 -2.8455 -0.137 -0.205 -0.012
H 1.6400 -2.6085 -3.9000 0.193 0.048 0.223
H 1.8299 -2.8970 -2.1407 0.058 0.178 -0.178
Sr 0.3651 0.1412 3.6987 -0.101 -0.450 0.316
C 0.4846 1.8183 0.8183 -0.281 0.415 0.983
C -0.8338 1.6427 0.6156 0.308 0.623 0.523
C -1.5296 0.5287 -0.0798 -0.729 -0.782 -0.351
C -1.8852 -0.7066 0.7814 -0.642 0.624 -0.680
C -0.7803 -1.6506 1.1113 0.661 -0.237 0.668
C 0.5413 -1.5410 0.8690 -0.485 -0.341 0.568
C 1.2366 -0.5195 0.0363 0.411 0.669 -0.510
C 1.5998 0.8250 0.7205 0.564 -0.675 -0.965
C 0.3598 -2.1045 4.9038 0.184 0.311 -0.576
H 0.8190 2.8183 1.1497 -0.327 -0.522 0.176
H -1.5051 2.4481 0.9627 0.502 -0.134 -0.434
H -0.9827 0.1910 -0.9795 -0.407 0.171 0.700
H -2.4762 0.9348 -0.4807 0.288 -0.170 0.372
H -2.3773 -0.3411 1.7059 0.185 -0.319 -0.138
H -2.6914 -1.2454 0.2464 0.354 0.037 0.269
H -1.1136 -2.5101 1.7106 0.277 0.309 -0.139
H 1.1984 -2.2942 1.3244 -0.395 0.073 -0.178
H 0.6331 -0.2796 -0.8572 0.705 -0.117 0.832
H 2.1624 -0.9598 -0.3779 -0.281 0.142 0.393
H 2.1108 0.6271 1.6943 -0.305 0.308 -0.278
H 2.4053 1.2803 0.1188 -0.191 -0.060 0.193
H 1.0582 -1.9917 5.7511 -0.346 -0.152 -0.166
H 0.4906 -3.0895 4.4378 -0.068 0.100 0.207
H -0.6768 -2.0076 5.2739 0.236 -0.231 0.155
N 0.0840 0.9708 5.9448 -0.368 0.360 1.058
C -0.2466 1.0318 7.0848 0.233 0.039 -0.584
N -0.7455 1.1239 8.2479 -0.210 -0.002 -0.715
C -0.1660 1.1055 9.4216 1.102 -0.072 2.067
N 0.2695 1.0992 10.5152 -0.803 0.030 -2.007
```
Forces are in eV/Å.

Atom charges from the Löwdin analysis, given in e for atoms 1 to 5:
1. P 0.855
2. P 0.869
3. C -0.413
4. C -0.413
5. H 0.079

The following is a DFT calculation (the ωB97M-V functional and the def2-TZVPD basis) of the molecule C22H26N2O.

Results
Energy relative to the best compared isomer or geometry (same formula, charge and spin) in kJ/mol: 0.0
Structure (SMILES): O=c1c2c(nc3n1CCCCC3)-c1ccccc1CC21CCCCC1
Frontier orbital gap in eV: 8.63

Geometry as XYZ:
```
51
Properties=species:S:1:pos:R:3:forces:R:3
O -0.9860 -2.4870 -0.0259 0.096 -0.172 0.161
C -0.9840 -1.2845 -0.2401 -0.070 0.108 0.022
C 0.1706 -0.4217 -0.3089 0.202 0.433 -0.162
C -0.0377 0.9354 -0.3168 -0.258 -0.893 -0.059
N -1.2734 1.4880 -0.4398 -0.150 0.493 -0.038
C -2.3037 0.7162 -0.5213 0.060 0.288 -0.102
N -2.2237 -0.6296 -0.4183 0.227 0.067 -0.131
C -3.4094 -1.4660 -0.4195 -0.311 -0.499 0.145
C -4.2918 -1.2492 0.8095 -0.184 0.063 -0.219
C -5.2377 -0.0593 0.6733 0.200 0.038 0.290
C -4.5160 1.2794 0.5493 -0.240 -0.135 -0.174
H -5.2642 2.0734 0.5073 0.055 0.037 0.040
H -3.8995 1.4531 1.4337 -0.006 0.079 0.056
C -3.6350 1.3782 -0.7019 -0.130 0.057 0.160
H -3.4247 2.4266 -0.9150 0.060 -0.153 -0.056
H -4.1601 0.9502 -1.5586 -0.039 0.017 -0.062
H -5.8901 -0.0271 1.5487 -0.077 -0.009 -0.046
H -5.8734 -0.2073 -0.2038 -0.068 -0.003 -0.018
H -4.8860 -2.1516 0.9640 0.044 -0.034 0.037
H -3.6521 -1.1208 1.6851 0.026 -0.083 0.051
H -3.0357 -2.4940 -0.4244 -0.126 0.282 -0.096
H -3.9784 -1.2907 -1.3369 0.047 -0.024 0.026
C 1.0649 1.8727 -0.1294 0.465 0.223 0.073
C 0.8343 3.1876 0.2622 -0.033 -0.108 -0.043
C 1.8993 4.0358 0.4981 0.025 0.092 0.031
C 3.1973 3.5747 0.3477 0.050 0.035 -0.003
C 3.4295 2.2681 -0.0502 0.005 0.023 0.020
C 2.3709 1.4092 -0.2945 -0.075 0.075 0.016
C 2.5685 0.0144 -0.7950 -0.173 -0.087 0.004
H 3.5891 -0.3073 -0.5943 0.055 -0.036 -0.032
H 2.4332 0.0288 -1.8832 0.041 -0.069 -0.026
C 1.5722 -0.9978 -0.2001 -0.118 -0.057 -0.060
C 1.7022 -2.3084 -0.9925 0.049 -0.126 -0.008
C 3.0970 -2.9311 -0.8856 0.020 0.107 -0.073
C 3.6594 -2.8491 0.5412 -0.062 -0.140 0.090
C 2.5413 -2.6093 1.5475 0.212 0.161 0.074
C 1.8702 -1.2591 1.2998 -0.045 -0.222 0.113
H 0.9383 -1.2250 1.8685 0.035 0.063 0.022
H 2.5074 -0.4552 1.6754 0.005 0.038 0.079
H 2.9417 -2.6273 2.5637 -0.059 -0.073 0.020
H 1.8032 -3.4079 1.4682 -0.054 -0.059 0.055
H 4.1893 -3.7711 0.7875 0.085 0.056 -0.005
H 4.3813 -2.0328 0.6219 0.074 0.003 0.022
H 3.7831 -2.4463 -1.5828 0.044 -0.062 -0.044
H 3.0192 -3.9761 -1.1921 0.047 0.018 -0.051
H 0.9656 -3.0149 -0.6174 0.083 0.074 -0.122
H 1.4674 -2.1191 -2.0433 -0.083 -0.003 -0.017
H 4.4439 1.9152 -0.1751 0.084 -0.055 -0.016
H 4.0314 4.2346 0.5377 0.061 0.054 0.014
H 1.7206 5.0566 0.8025 -0.020 0.071 0.032
H -0.1847 3.5215 0.3792 -0.073 0.047 0.006
```
Forces are in eV/Å.

Atom charges from the Löwdin analysis, given in e for atoms 1 to 5:
1. O 0.051
2. C -0.337
3. C -0.004
4. C -0.135
5. N 0.174